The following is a quantum chemistry calculation of a structure of composition C31H44N11O2STi, from OMol25.

- Charge: +2
- E_LUMO (spin up / spin down): -4.4 / -4.3 eV
- HOMO-LUMO gap (spin up / spin down): 8.02 / 8.50 eV
- Total energy: -87288.606 eV
- Multiplicity: 2

CARTESIAN COORDINATES (ANGSTROEM)
Ti -0.3818 -0.5744 0.0838
C -3.3699 -0.7003 2.5089
N -2.5598 -1.8806 2.7465
C -2.7881 -2.6740 3.9585
C -2.4833 -4.1019 3.5079
N -1.8563 -3.9039 2.1996
C -0.9308 -4.9108 1.6974
C -2.0349 -2.6448 1.7562
N -1.7789 -2.1623 0.5461
C -1.7226 -3.1300 -0.5693
C -1.8455 -2.3340 -1.8490
N -0.6457 -1.4904 -1.9013
C -0.2004 -1.1083 -3.0732
N -0.9131 -0.9361 -4.2069
C -2.3221 -0.5972 -4.2837
C -0.0338 -0.7917 -5.3669
C 1.3142 -0.4737 -4.7151
N 1.1176 -0.8499 -3.3106
C 2.1687 -1.5936 -2.6372
H -4.2843 -0.9450 1.9569
H -3.6627 -0.2917 3.4739
H -2.7986 0.0605 1.9876
H -3.8172 -2.5613 4.2948
H -2.1262 -2.3412 4.7602
H -3.3800 -4.7163 3.4161
H -1.7915 -4.6071 4.1790
H -0.5131 -5.4394 2.5526
H -0.1056 -4.4408 1.1768
H -1.4252 -5.6370 1.0520
H -2.5137 -3.8785 -0.4867
H -0.7647 -3.6485 -0.6167
H -2.7776 -1.7619 -1.8124
H -1.8994 -2.9998 -2.7134
H -2.6682 -0.2455 -3.3159
H -2.9356 -1.4397 -4.6061
H -2.4512 0.2161 -4.9975
H -0.3850 0.0131 -6.0100
H -0.0109 -1.7126 -5.9521
H 1.5631 0.5860 -4.7935
H 2.1300 -1.0490 -5.1494
H 1.8570 -1.8278 -1.6239
H 3.0721 -0.9886 -2.5922
H 2.3957 -2.5250 -3.1651
O -0.5820 0.2834 1.8590
N 0.0023 -0.1643 2.9850
C -0.3555 0.4579 4.1312
C 0.1713 0.0737 5.3288
C 1.0930 -0.9809 5.3441
C 1.4398 -1.5961 4.1694
C 0.8851 -1.1911 2.9409
S 1.2844 -1.9306 1.4448
H -1.0686 1.2569 3.9950
H -0.1246 0.5860 6.2321
H 1.5323 -1.3071 6.2775
H 2.1506 -2.4096 4.1475
C 4.4939 3.8692 -0.4951
N 3.8828 2.5685 -0.2875
N 2.5425 2.3667 -0.5042
C 2.2698 1.0405 -0.3586
O 1.0699 0.6085 -0.4627
C 3.4870 0.3985 -0.0841
C 4.4597 1.3784 -0.0626
C 5.9258 1.2400 0.1550
C 1.5962 3.4401 -0.5247
C 0.9437 3.7814 0.6513
C 0.0355 4.8286 0.6379
C -0.2099 5.5208 -0.5419
C 0.4443 5.1658 -1.7144
C 1.3535 4.1169 -1.7101
H 3.9157 4.6352 0.0160
H 4.5630 4.1090 -1.5557
H 5.4908 3.8398 -0.0670
H 3.6268 -0.6515 0.0983
H 6.1711 0.1944 0.3212
H 6.2510 1.8097 1.0266
H 6.4889 1.5910 -0.7109
H 1.1489 3.2274 1.5592
H -0.4772 5.1100 1.5483
H -0.9104 6.3459 -0.5459
H 0.2533 5.7096 -2.6300
H 1.8730 3.8244 -2.6145
N -3.2686 0.6853 -0.4795
C -3.9418 1.7984 -0.8178
C -3.0083 2.7185 -1.2361
C -1.7755 2.0683 -1.1009
N -1.9453 0.8325 -0.6439
H -3.6270 -0.2005 -0.1595
H -5.0164 1.8462 -0.7530
H -3.1912 3.7181 -1.5900
H -0.7842 2.4248 -1.3249

Cartesian forces, eV/Å:
0.4672 -0.1743 0.3808
0.0209 -0.0182 0.0156
-0.1217 0.0188 0.0119
0.0172 0.0260 -0.0114
0.0300 0.0365 -0.0092
0.0003 -0.0906 0.0089
-0.0484 0.0181 -0.0364
0.0872 0.0365 0.0101
-0.1197 0.0104 -0.2357
-0.0630 -0.0375 0.0194
0.0351 0.0308 -0.0142
-0.1009 -0.0294 0.0318
0.0972 -0.0189 0.0333
-0.0679 -0.0476 -0.0891
0.0303 -0.0121 0.0163
-0.0147 0.0209 0.0404
0.0038 0.0343 0.0428
-0.0094 -0.0983 -0.0448
-0.0033 0.0684 0.0070
-0.0121 -0.0163 0.0090
-0.0091 -0.0058 0.0158
-0.0332 -0.0166 0.0134
-0.0156 0.0022 -0.0098
0.0030 0.0136 0.0161
-0.0120 -0.0109 -0.0005
0.0164 -0.0023 0.0025
-0.0222 -0.0111 0.0109
0.0330 0.0477 -0.0384
0.0019 0.0083 -0.0146
-0.0680 0.0439 0.0259
0.0386 -0.0835 0.0419
-0.0266 0.0331 -0.0390
0.0249 -0.0179 -0.0079
-0.0020 0.0115 0.0448
0.0004 -0.0077 0.0134
0.0055 -0.0054 -0.0215
-0.0092 0.0137 0.0058
-0.0009 0.0001 -0.0148
0.0260 0.0009 -0.0064
-0.0031 -0.0220 0.0080
-0.0116 -0.0011 0.0204
0.0162 0.0154 0.0070
-0.0035 0.0006 -0.0064
0.1018 0.0388 0.2157
0.0049 -0.0356 -0.0334
-0.0299 0.0059 -0.0379
0.0117 -0.0056 0.0418
0.0003 0.0052 0.0282
-0.0110 -0.0055 -0.0313
0.0036 0.0246 0.0455
-0.0800 0.0640 -0.1651
0.0057 0.0028 0.0061
0.0028 -0.0034 -0.0123
-0.0071 0.0053 -0.0156
-0.0008 -0.0007 -0.0018
0.0001 -0.0079 0.0070
0.0208 0.0585 0.0397
-0.1073 -0.0460 -0.0555
-0.0071 0.0293 0.1162
-0.0622 0.1194 -0.3336
-0.0380 -0.0696 -0.0400
0.0502 0.0123 0.0274
0.0134 0.0079 -0.0053
0.0275 0.0373 -0.0094
0.0033 -0.0121 0.0038
-0.0280 -0.0062 -0.0019
-0.0116 -0.0022 0.0020
0.0029 0.0005 -0.0010
0.0022 -0.0160 -0.0231
-0.0062 0.0018 0.0102
-0.0114 -0.0100 -0.0130
0.0047 -0.0109 0.0023
-0.0091 0.0083 -0.0053
-0.0026 0.0048 -0.0016
-0.0066 -0.0042 -0.0119
-0.0064 -0.0076 0.0105
-0.0049 0.0049 -0.0092
0.0121 -0.0051 -0.0142
0.0100 -0.0143 0.0017
0.0033 -0.0069 0.0094
-0.0062 0.0038 0.0140
-0.0312 -0.0167 -0.0383
-0.0453 -0.0295 -0.1243
-0.0099 0.0640 0.0114
-0.0793 -0.0189 -0.0873
0.0552 0.0616 0.0956
0.0295 0.0038 0.0571
0.0263 0.0020 -0.0025
0.0032 -0.0217 0.0266
0.0292 0.0256 0.0494

The following is a quantum chemistry calculation of a cluster of 9 separate species, C14H46N2O9 in total, from OMol25.

- SMILES: NC(N)=O.CCO.CCO.CCO.CCO.CCO.CO.CO.CO
- E_LUMO: 0.4 eV
- HOMO-LUMO gap: 9.04 eV
- Total energy: -36667.692 eV
- Multiplicity: 1

CARTESIAN COORDINATES (ANGSTROEM)
N 0.1548 -1.6833 0.4046
C 0.7358 -0.5703 -0.0084
N 0.5268 0.4917 0.7276
O 1.3398 -0.3923 -1.2854
H 0.2608 -2.6013 -0.0774
H -0.1562 -1.7283 1.4076
H 0.7308 1.4507 0.3986
H 0.5868 0.3547 1.7756
C 1.6188 1.3787 -3.9334
C 1.3478 -0.0083 -4.5334
O 0.2528 0.1997 -5.3774
H 1.0378 1.5707 -3.0544
H 1.5198 2.1387 -4.6554
H 2.7098 1.4437 -3.6804
H 1.1538 -0.6803 -3.7064
H 2.2158 -0.3533 -5.1084
H -0.1872 -0.6743 -5.4824
C -0.0012 -4.2283 2.3106
C -0.0372 -3.3663 3.6136
O 0.0418 -2.0873 3.1596
H 0.0158 -5.3073 2.6596
H 0.8558 -4.0923 1.5806
H -0.9552 -4.2523 1.7596
H 0.8318 -3.6253 4.1476
H -0.9202 -3.6183 4.1776
H -0.2832 -1.4973 3.8736
C 1.2348 -4.5293 -1.2724
C -0.0842 -3.9643 -1.7614
O -1.0782 -3.9003 -0.8064
H 1.0348 -5.5143 -0.8264
H 1.8528 -3.7813 -0.7654
H 1.7588 -4.7113 -2.2224
H -0.4442 -4.6983 -2.5164
H -0.0302 -3.0183 -2.3394
H -1.8732 -3.3983 -1.0634
C -1.4032 0.4257 -2.2854
C -2.1832 1.0177 -3.4814
O -1.4652 1.9327 -4.2814
H -0.8562 1.2157 -1.8014
H -0.7392 -0.3523 -2.6114
H -1.9742 -0.1313 -1.5614
H -3.0852 1.6407 -3.1224
H -2.5442 0.2207 -4.0784
H -0.7632 1.4357 -4.7244
C 1.9058 3.7767 0.9826
C 1.4648 3.6277 -0.4554
O 0.0918 3.4317 -0.3714
H 1.8798 2.8807 1.5196
H 1.4388 4.6367 1.4846
H 2.9638 4.0907 1.0296
H 1.9698 2.8837 -1.0324
H 1.6248 4.4617 -1.0624
H -0.2832 3.6447 -1.2154
C -1.3382 4.7987 2.7026
O -1.1482 3.4457 2.3876
H -1.9402 5.2997 2.0096
H -0.3312 5.2387 2.7396
H -1.7162 4.9237 3.7166
H -0.7852 3.4147 1.4896
C -2.8172 -0.8943 1.7486
O -2.2292 0.3797 1.7716
H -3.7992 -0.9423 2.1816
H -2.2042 -1.6163 2.2236
H -2.8312 -1.1383 0.6676
H -1.2972 0.3047 1.5076
C 1.4588 0.7707 4.1046
O 0.1988 0.8157 3.4596
H 1.4128 0.4387 5.1666
H 1.8558 1.8047 4.0736
H 2.1728 0.1137 3.5876
H -0.4752 1.2547 4.0066

Cartesian forces, eV/Å:
0.0448 -1.8993 0.8550
2.6873 0.4942 -8.3698
0.4638 2.3334 3.2982
-2.7159 -1.4672 6.1340
-0.0706 1.7095 0.7226
0.4439 -0.0940 -1.4424
-0.0487 -1.3825 0.0011
-0.4433 0.5861 -1.6468
2.5476 -1.2259 0.5095
1.2275 1.5378 0.8529
-1.4440 -1.9470 -0.9293
-0.3101 0.0526 0.3407
-0.5907 0.9132 -1.0567
-0.8585 -0.1843 0.2556
-0.1452 -0.3594 0.0586
-0.1039 -0.0443 0.0475
0.2339 1.0177 -0.1862
-0.3086 -2.3356 0.6141
0.2072 -2.6711 -2.8863
-0.7435 3.1995 1.2859
0.4348 0.9407 -0.3750
-0.9467 0.1843 1.2459
0.3755 0.7256 0.0397
1.1125 -0.3189 1.1786
-0.4870 0.1210 0.2603
0.4293 0.0308 -0.9109
-0.2370 0.4428 -1.1919
-0.6802 -0.6459 -2.9480
-1.2932 0.1006 1.9558
0.4511 0.5766 0.4240
-0.1286 -0.5559 0.5664
0.1404 -0.1288 0.3181
0.2904 0.2337 0.0327
0.5728 -0.1636 0.5844
0.8433 -0.2494 -0.1798
-0.3698 0.2699 -1.0623
-1.2175 1.5933 1.7082
0.0624 0.2187 0.4131
0.3143 0.0972 0.3674
0.8610 0.0203 -0.4181
-0.9220 0.2930 0.4001
1.1854 -1.1531 -0.3618
-0.6537 -0.9378 -0.7528
0.0091 -0.0600 -0.1349
2.0858 2.3255 -0.9084
0.3097 0.0836 1.1542
-1.3668 -0.6910 0.2976
-0.5464 -1.3106 0.9837
-0.4858 -0.6536 -0.1421
-0.0908 -0.3152 -0.2773
0.3644 -1.3676 0.0993
0.5561 2.0517 -0.4925
-0.6679 -0.0793 -0.6735
2.0859 -0.3799 1.2342
-0.3474 -0.5948 -0.0103
-1.0435 0.8722 -1.0453
-0.2292 0.5948 -0.1298
-0.3491 -0.3246 -0.0803
-0.1310 -0.1457 0.0538
0.5790 0.2653 -2.1651
-0.1417 0.6782 0.9855
-0.4543 0.4823 0.1298
0.5752 -0.9061 0.6742
-0.6239 -0.6406 0.4223
-0.4486 0.1565 -0.1265
0.5114 1.0876 0.8367
-0.2888 -0.8201 0.5635
-0.1167 0.1542 -0.6277
0.2216 -0.5237 0.2597
-0.5813 0.0957 -0.1276
0.4043 0.0368 -0.5053

The following is a quantum chemistry calculation of a cluster of 2 separate species, C5H9NO in total, from OMol25.

- E_LUMO: -2.4 eV
- HOMO-LUMO gap: 4.90 eV
- Total energy: -8860.680 eV
- Multiplicity: 1

CARTESIAN COORDINATES (ANGSTROEM)
O -1.7725 1.1073 -1.8323
C -2.1834 0.2437 -0.9987
C -1.4434 -0.7565 -0.3492
C 0.0336 -0.6207 -0.7850
C 1.0262 -1.1502 0.0930
C 1.8960 -0.6626 0.9484
N 3.2063 -1.2551 1.1781
H -3.2081 0.4903 -0.6355
H -1.5971 -1.4638 0.4559
H -2.8960 3.4372 -0.0141
H 0.2053 0.4449 -0.9185
H -0.1481 -1.0967 -1.8279
H -2.2002 3.4051 0.2733
H 1.6204 -0.1011 1.8191
H 3.5260 -0.9596 2.0877
H 3.9350 -1.0622 0.5057

Cartesian forces, eV/Å:
-0.0439 -1.7810 0.7268
-0.9013 2.0441 -0.5223
1.6368 -0.0012 -0.9349
-0.7097 -0.5204 1.2815
-0.7891 1.9409 -1.5627
2.5166 -2.9412 0.2779
-0.9519 0.7983 0.2687
0.2156 -0.8136 0.2412
-0.8746 0.2726 -0.2418
0.4041 -0.0115 0.1695
0.4687 -0.0782 -0.6162
0.3786 0.4332 1.2598
-0.4097 0.0223 -0.1569
-0.8997 0.6640 0.1377
0.2441 -0.0112 0.0063
-0.2845 -0.0171 -0.3348

The following is a quantum chemistry calculation of a structure of composition C44H32Cl2F3N6OSSeSiSn, from OMol25.

- Charge: -1
- E_LUMO (spin up / spin down): 1.5 / 1.5 eV
- HOMO-LUMO gap (spin up / spin down): 4.96 / 4.46 eV
- Total energy: -180224.151 eV
- Multiplicity: 1

CARTESIAN COORDINATES (ANGSTROEM)
Sn -0.5108 0.9136 0.1819
Cl -1.9048 3.0550 4.6707
C -0.3726 3.3914 3.9175
C 0.5943 4.0848 4.6521
C 1.8161 4.3667 4.1133
Cl 2.9894 5.2581 5.0576
C 2.1418 3.9232 2.8128
C 3.3900 4.1264 2.1840
C 3.6255 3.5915 0.9494
C 2.6062 2.8528 0.3244
N 1.4274 2.6862 0.8668
C 1.1638 3.2009 2.0865
C -0.1708 2.9469 2.6064
O -1.0730 2.3467 1.9226
H 0.3642 4.3971 5.6618
H 4.1498 4.7021 2.6956
H 4.5771 3.7291 0.4525
H 2.7533 2.3949 -0.6495
N -4.4958 -1.6103 1.3104
C -4.2965 -2.7055 2.1431
C -5.3789 -3.3227 2.7629
C -5.1975 -4.4361 3.5719
C -3.9257 -4.9474 3.7777
C -2.8388 -4.3324 3.1673
C -3.0146 -3.2238 2.3525
S -1.6208 -2.4775 1.5844
N -2.2043 -1.0650 0.8797
C -3.4753 -0.7670 0.8427
C -3.8321 0.4770 0.2424
C -5.1574 0.9756 0.1946
C -5.4258 2.1770 -0.3948
C -4.3656 2.9131 -0.9635
C -3.1019 2.3905 -0.8790
N -2.8050 1.2070 -0.3017
H -5.4289 -1.2421 1.2997
H -6.3757 -2.9250 2.6030
H -6.0558 -4.8989 4.0424
H -3.7750 -5.8117 4.4112
H -1.8357 -4.7188 3.3117
H -5.9790 0.4259 0.6348
H -6.4397 2.5566 -0.4184
H -4.5300 3.8663 -1.4448
H -2.2554 2.9214 -1.2954
C -1.5325 -0.5542 -3.4551
Si -1.1736 -1.4135 -1.8121
C -2.3076 -2.9203 -1.7881
C 0.6085 -2.0402 -1.8685
C 1.0969 -2.9632 -0.9346
C 2.4159 -3.3935 -0.9622
C 3.2910 -2.9043 -1.9252
C 2.8344 -1.9776 -2.8534
C 1.5116 -1.5515 -2.8205
H -1.2724 -1.2094 -4.2962
H -0.9760 0.3779 -3.5382
H -2.5963 -0.3117 -3.5234
H -2.3206 -3.3923 -2.7760
H -3.3328 -2.6393 -1.5290
H -1.9732 -3.6584 -1.0568
H 0.4296 -3.3589 -0.1728
H 2.7654 -4.1057 -0.2237
H 4.3202 -3.2421 -1.9485
H 3.5069 -1.5904 -3.6108
H 1.1765 -0.8234 -3.5513
F 4.8169 3.6507 -7.4076
C 4.6828 2.4448 -6.8109
F 4.4666 1.5539 -7.7941
F 5.8893 2.1595 -6.2793
C 3.6004 2.4407 -5.7779
C 3.7943 3.1476 -4.5965
C 2.8193 3.1384 -3.6170
C 1.6361 2.4074 -3.7879
C 1.4331 1.7558 -5.0084
C 2.4091 1.7639 -5.9915
C 0.6992 2.2565 -2.7140
C -0.0641 2.0565 -1.7825
H 4.7144 3.6980 -4.4438
H 2.9635 3.6985 -2.7023
H 0.5004 1.2333 -5.1770
H 2.2472 1.2328 -6.9195
Se 3.2253 -0.6272 1.1523
N 1.7599 -0.2989 2.0809
C 1.6579 -1.2596 2.9790
C 0.6062 -1.3433 3.9494
C 0.6083 -2.3819 4.8140
C 1.6315 -3.3922 4.7769
C 2.6546 -3.3462 3.8926
C 2.7047 -2.2617 2.9559
N 3.6479 -2.0941 2.0466
H -0.1573 -0.5764 3.9649
H -0.1858 -2.4690 5.5448
H 1.5808 -4.2093 5.4865
H 3.4302 -4.0999 3.8712

Cartesian forces, eV/Å:
-0.2913 -0.4480 -0.2236
0.0181 0.0325 0.0029
-0.0541 -0.0643 -0.0389
-0.0076 0.0168 0.0241
0.0198 0.0371 0.0303
-0.0236 -0.0252 -0.0226
0.0203 -0.0322 -0.0149
-0.0013 0.0043 0.0265
0.0547 0.0050 -0.0098
-0.1181 0.0036 0.0133
-0.0748 0.0000 -0.0363
-0.0359 -0.0419 -0.0560
0.0116 0.0089 0.1663
0.1770 -0.0319 -0.3615
-0.0239 0.0177 -0.0122
0.0050 -0.0252 0.0102
0.0001 -0.0153 0.0059
-0.0069 0.0217 -0.0292
-0.0148 -0.0889 -0.0562
-0.0079 0.0225 0.0071
-0.0013 -0.0132 0.0244
-0.0185 0.0140 -0.0020
0.0455 0.0108 -0.0065
-0.0434 0.0228 0.0045
0.0316 0.0822 -0.0111
0.0333 -0.1077 0.0272
-0.0194 -0.0087 0.0451
-0.2007 0.0783 0.1025
0.0535 -0.0823 0.1812
-0.0540 0.0155 -0.0704
0.0217 0.0050 -0.0332
-0.0255 -0.0907 0.0237
-0.1000 -0.0389 -0.0244
0.2963 0.3265 -0.0674
0.0412 0.0010 -0.0097
0.0137 0.0058 -0.0037
0.0054 0.0044 -0.0071
0.0003 -0.0052 -0.0202
-0.0068 0.0081 0.0381
0.0331 -0.0255 0.0064
0.0088 -0.0019 0.0023
0.0239 0.0032 0.0076
0.0025 -0.0040 0.0178
0.0135 0.0070 -0.0621
0.1656 0.1784 -0.0644
-0.0632 -0.0587 0.1776
0.0105 -0.0135 -0.0958
-0.0262 -0.0822 -0.0089
-0.0228 -0.0182 -0.0124
-0.0293 0.0117 -0.0031
-0.0087 -0.0018 0.0328
0.0250 0.0145 0.0574
-0.0367 0.0005 0.0234
-0.0303 -0.0036 -0.0143
0.0057 -0.0174 0.0173
0.0201 0.0352 0.0086
0.0080 0.0068 -0.0147
-0.0368 0.0120 -0.0292
0.0512 0.0303 -0.0600
0.0065 0.0129 -0.0043
-0.0013 0.0095 0.0035
-0.0049 0.0185 0.0150
0.0121 0.0012 0.0006
0.0096 0.0489 -0.0258
-0.0764 0.0318 0.0381
0.0065 -0.0260 -0.0267
0.0492 -0.0161 0.0043
-0.0014 -0.0065 0.0029
-0.0364 0.0289 0.0033
0.0412 0.0462 -0.0025
-0.0269 -0.1389 0.0749
-0.0116 -0.0078 -0.0668
-0.0365 0.0148 0.0062
0.0749 0.1688 -0.1365
-0.0220 0.2151 0.2246
-0.0051 -0.0034 0.0146
0.0145 -0.0653 0.0291
0.0366 -0.0669 0.0460
-0.0020 -0.0045 0.0025
0.0148 0.0952 -0.1549
0.1950 0.0516 0.2621
0.0181 -0.0463 0.0561
0.0504 0.0454 -0.0213
-0.0124 -0.0686 0.0396
-0.0241 0.0137 0.0422
0.0043 0.0316 -0.0618
-0.0820 -0.0207 0.0265
-0.0148 -0.0576 0.0450
-0.0074 -0.0142 -0.0505
0.0214 -0.0128 0.0169
-0.0240 0.0161 0.0116
0.0010 0.0079 -0.0170

Listing energy relative to the best compared isomer or geometry (same formula, charge and spin) for the structures above in their given order: 0.000 0.665 8.533 0.693 eV.
Listing largest force on an atom for the structures above in their given order: 0.6 8.8 3.9 0.6 eV/Å.